Entry 1:
The molecule C3H6N2O. Source: OMol25; level of theory: ωB97M-V/def2-TZVPD.

The geometry in ORCA input format:
```
! RIJCOSX wB97M-V def2-TZVPD def2/J DEFGRID3
* xyz 0 1
C 1.603 0.234 0.645
N 0.499 0.791 -0.093
C -0.477 0.054 -0.455
N -0.572 -1.303 -0.575
C -1.710 0.895 -0.331
O -2.628 0.557 0.378
H 1.971 -0.752 0.329
H 2.432 0.944 0.656
H 1.238 0.138 1.676
H -1.414 -1.701 -0.963
H 0.265 -1.855 -0.677
H -1.607 1.909 -0.754
*
```

E_tot: -302.627121 a.u.
LUMO: 0.73 eV
Highest occupied orbital energy: -9.1 eV
SMILES: C/N=C(\N)C=O
ΔE to the lowest compared entry with this formula, charge and spin: 173.22 kJ/mol

***

Entry 2:
C26H25N4PSSe3Ta as an isolated structure. Source: OMol25; level of theory: ωB97M-V/def2-TZVPD.

The geometry in ORCA input format:
```
! RIJCOSX wB97M-V def2-TZVPD def2/J DEFGRID3
* xyz 3 1
Ta -0.077 -2.035 -0.327
Se -1.313 -1.802 -2.518
P -2.559 -0.375 -1.330
Se -1.443 -0.193 0.618
C -2.609 1.209 -2.127
C -3.306 2.215 -1.447
C -3.450 3.454 -2.042
C -2.909 3.686 -3.303
C -2.222 2.684 -3.976
C -2.064 1.439 -3.391
C -4.175 -1.037 -1.037
C -5.156 -0.740 -1.989
C -6.421 -1.282 -1.837
C -6.701 -2.101 -0.751
C -5.722 -2.386 0.197
C -4.451 -1.860 0.056
H -3.747 2.032 -0.473
H -3.989 4.239 -1.529
H -3.032 4.657 -3.765
H -1.819 2.870 -4.962
H -1.540 0.657 -3.926
H -4.944 -0.088 -2.827
H -7.191 -1.057 -2.563
H -7.694 -2.513 -0.635
H -5.960 -3.007 1.049
H -3.696 -2.065 0.805
C 3.134 -1.562 2.599
C 2.061 -2.019 1.869
N 1.585 -1.328 0.805
C 2.182 -0.148 0.467
C 3.241 0.386 1.162
C 3.729 -0.360 2.250
C 3.840 1.668 0.743
C 4.103 2.716 1.526
C 3.792 2.885 2.957
C 4.208 4.023 3.625
C 3.861 4.129 4.968
N 3.158 3.191 5.586
C 2.806 2.136 4.861
N 3.083 1.931 3.580
H 3.499 -2.144 3.434
H 1.565 -2.950 2.110
H 1.743 0.392 -0.367
H 4.591 -0.001 2.792
H 4.078 1.750 -0.312
H 4.570 3.573 1.055
H 4.777 4.797 3.129
H 4.155 4.989 5.558
H 2.233 1.368 5.369
Se -1.754 -6.124 1.426
C -1.077 -4.722 0.859
N -0.568 -3.671 0.438
C 3.236 -3.358 -1.118
S 1.764 -2.810 -2.010
C 2.412 -1.415 -2.962
H 3.661 -2.539 -0.540
H 3.947 -3.709 -1.865
H 2.959 -4.190 -0.475
H 3.113 -1.831 -3.684
H 2.916 -0.707 -2.309
H 1.587 -0.946 -3.492
*
```

E_tot: -9224.767688 a.u.
LUMO: -10.83 eV
Highest occupied orbital energy: -15.9 eV
ΔE to the lowest compared entry with this formula, charge and spin: 0.00 kJ/mol

***

Entry 3:
C3H4N4O as an isolated structure at a distorted geometry. Source: OMol25; level of theory: ωB97M-V/def2-TZVPD.

The geometry in ORCA input format:
```
! RIJCOSX wB97M-V def2-TZVPD def2/J DEFGRID3
* xyz 0 1
C 1.048 0.523 0.057
C -0.390 -1.235 -0.119
C -1.658 0.762 0.094
H 2.351 1.883 -0.407
H 2.820 -0.525 -0.456
H -1.202 -1.924 -0.173
H -1.574 1.772 0.481
N 1.381 1.786 -0.157
N 1.702 -0.590 0.213
N 0.888 -1.624 -0.044
N -0.379 0.174 0.192
O -2.692 0.034 -0.133
*
```

E_tot: -410.871650 a.u.
LUMO: -0.05 eV
Highest occupied orbital energy: -9.0 eV
ΔE to the lowest compared entry with this formula, charge and spin: 345.61 kJ/mol

***

Entry 4:
A 2-piece molecular cluster, CH3N2O2P overall at a distorted geometry. Source: OMol25; level of theory: ωB97M-V/def2-TZVPD.

The geometry in ORCA input format:
```
! RIJCOSX wB97M-V def2-TZVPD def2/J DEFGRID3
* xyz 0 1
O 1.086 3.539 2.300
N 2.144 3.278 1.756
P 3.323 2.894 0.946
C 0.269 0.010 -0.270
N 1.172 0.175 0.831
O 2.317 0.649 0.553
H 0.676 -0.277 -1.355
H -0.414 0.885 -0.271
H -0.496 -0.806 -0.041
*
```

E_tot: -641.054068 a.u.
LUMO: -0.91 eV
Highest occupied orbital energy: -9.1 eV
SMILES: [O-][N+]#P.CN=O
ΔE to the lowest compared entry with this formula, charge and spin: 654.77 kJ/mol

***

Entry 5:
C4H5PS as an isolated structure at a distorted geometry. Source: OMol25; level of theory: ωB97M-V/def2-TZVPD.

The geometry in ORCA input format:
```
! RIJCOSX wB97M-V def2-TZVPD def2/J DEFGRID3
* xyz 0 1
C -0.051 -1.331 0.026
C 2.436 0.327 -0.757
C -0.988 -0.180 -0.276
C -0.153 0.961 0.421
P 1.537 1.576 -0.066
S 1.673 -1.219 -0.095
H -0.542 -2.317 -0.039
H -1.090 0.155 -1.343
H -1.906 -0.568 0.320
H -0.694 1.925 0.245
H -0.220 0.672 1.564
*
```

E_tot: -894.754942 a.u.
LUMO (alpha / beta): -1.41 / -1.41 eV
Highest occupied orbital energy (alpha / beta): -8.4 / -8.4 eV
ΔE to the lowest compared entry with this formula, charge and spin: 364.53 kJ/mol

***

Entry 6:
A 6-piece molecular cluster, C4H17NO5 overall at a distorted geometry. Source: OMol25; level of theory: ωB97M-V/def2-TZVPD.

The geometry in ORCA input format:
```
! RIJCOSX wB97M-V def2-TZVPD def2/J DEFGRID3
* xyz 0 1
C 0.732 0.939 2.098
C -0.069 1.034 1.025
C 0.395 1.674 -0.196
C 1.253 2.704 -0.464
N -0.388 1.277 -1.324
H 0.278 0.672 3.052
H 1.817 0.971 2.144
H -1.134 0.865 1.164
H 2.160 2.956 -0.001
H 1.112 3.174 -1.407
H -0.274 1.784 -2.190
H -1.328 0.980 -1.138
O -2.773 -0.825 -0.074
H -1.880 -0.876 -0.424
H -2.929 -1.704 0.280
O -0.722 -2.437 0.818
H -0.847 -3.278 1.265
H -0.043 -1.902 1.254
O 1.820 -0.697 -0.621
H 2.011 -0.184 -1.416
H 0.967 -1.066 -0.891
O 1.671 -1.710 1.928
H 2.426 -1.741 2.512
H 1.722 -1.239 1.085
O -1.903 -0.285 -3.190
H -1.415 -0.954 -2.686
H -2.659 -0.134 -2.601
*
```

E_tot: -593.482575 a.u.
LUMO: 0.42 eV
Highest occupied orbital energy: -8.0 eV
SMILES: C=CC(=C)N.O.O.O.O.O
ΔE to the lowest compared entry with this formula, charge and spin: 271.34 kJ/mol

***

Entry 7:
The molecule C4H4O3. Source: OMol25; level of theory: ωB97M-V/def2-TZVPD.

The geometry in ORCA input format:
```
! RIJCOSX wB97M-V def2-TZVPD def2/J DEFGRID3
* xyz 0 1
O -0.353 2.058 -1.089
C -0.507 1.060 -0.471
O -1.642 0.223 -0.630
C -2.045 -0.473 0.430
C 0.377 0.286 0.459
C 1.521 -0.481 -0.043
O 1.671 0.686 0.758
H -2.387 -1.424 -0.031
H -0.244 -0.134 1.257
H 1.849 -0.369 -1.074
H 1.759 -1.433 0.433
*
```

E_tot: -380.359435 a.u.
LUMO: -0.41 eV
Highest occupied orbital energy: -9.2 eV
ΔE to the lowest compared entry with this formula, charge and spin: 492.53 kJ/mol

***

Entry 8:
A 5-piece molecular cluster, C24H61NO21P5 overall at a distorted geometry. Source: OMol25; level of theory: ωB97M-V/def2-TZVPD.

The geometry in ORCA input format:
```
! RIJCOSX wB97M-V def2-TZVPD def2/J DEFGRID3
* xyz 0 2
C 1.381 -5.237 3.805
C 1.384 -4.733 2.278
C 2.381 -5.754 1.547
C -0.084 -4.981 1.736
C -0.786 -3.788 0.955
C -1.956 -3.141 1.844
C -1.457 -2.533 3.212
O -2.648 -2.357 4.050
C -1.588 -4.468 -0.266
P -0.505 -4.984 -1.679
O 0.850 -5.545 -1.302
O -0.469 -3.712 -2.782
O -1.342 -6.248 -2.466
C 0.154 -2.603 0.480
C 1.616 -2.550 1.092
C 1.865 -1.016 1.501
C 2.680 -2.810 -0.086
N 1.861 -3.343 2.305
O 1.659 -2.716 3.418
H 2.384 -5.065 4.297
H 1.264 -6.366 3.753
H 0.525 -4.825 4.397
H 3.342 -5.708 2.144
H 2.633 -5.450 0.501
H 2.008 -6.813 1.635
H -0.745 -5.273 2.610
H -0.045 -5.876 1.054
H -2.804 -3.861 2.017
H -2.381 -2.288 1.229
H -0.833 -3.308 3.731
H -0.962 -1.532 3.135
H -2.706 -3.193 4.539
H -2.354 -3.710 -0.620
H -2.172 -5.324 0.172
H 0.012 -4.037 -3.564
H -1.415 -6.060 -3.415
H -0.367 -1.637 0.770
H 0.270 -2.529 -0.647
H 1.904 -0.414 0.545
H 2.868 -0.918 1.990
H 1.020 -0.595 2.113
H 2.332 -3.575 -0.828
H 3.049 -1.853 -0.541
H 3.583 -3.268 0.432
C 3.387 4.234 1.456
O 3.148 4.433 0.070
P 3.741 3.251 -1.025
O 3.387 2.057 -0.144
O 5.276 3.789 -0.767
C 5.600 5.088 -1.268
O 4.277 2.290 -2.340
C 5.216 1.258 -2.069
H 3.286 5.202 1.951
H 2.640 3.556 1.870
H 4.390 3.847 1.639
H 5.616 5.798 -0.438
H 4.878 5.428 -2.015
H 6.589 5.054 -1.723
H 4.698 0.374 -1.695
H 5.977 1.574 -1.356
H 5.708 1.002 -3.009
C -6.163 2.201 -2.586
O -5.076 1.316 -2.811
P -4.971 -0.095 -1.838
O -6.469 -0.383 -1.850
O -4.517 0.817 -0.545
C -3.228 1.434 -0.605
O -4.563 -1.539 -1.010
C -5.272 -1.847 0.184
H -5.892 3.175 -2.998
H -7.050 1.840 -3.109
H -6.372 2.316 -1.522
H -3.349 2.495 -0.831
H -2.594 0.976 -1.369
H -2.743 1.331 0.365
H -6.228 -2.314 -0.057
H -5.436 -0.964 0.802
H -4.672 -2.558 0.754
C 4.653 -1.224 3.700
O 5.586 -0.239 3.272
P 7.254 -0.534 3.551
O 7.194 -2.019 3.207
O 7.046 -0.253 5.161
C 6.739 1.087 5.550
O 8.959 -0.506 3.729
C 9.556 -1.488 4.563
H 3.677 -0.744 3.787
H 4.579 -2.017 2.955
H 4.926 -1.641 4.670
H 5.675 1.156 5.786
H 6.979 1.804 4.761
H 7.317 1.335 6.441
H 9.677 -2.421 4.011
H 8.976 -1.663 5.469
H 10.544 -1.123 4.850
C -9.850 6.744 -6.656
O -9.296 5.805 -5.746
P -7.909 6.275 -4.850
O -8.410 7.697 -4.617
O -6.984 6.162 -6.207
C -6.741 4.849 -6.719
O -6.513 6.517 -3.884
C -5.719 7.667 -4.139
H -10.457 6.189 -7.375
H -10.499 7.441 -6.124
H -9.073 7.288 -7.195
H -7.373 4.683 -7.593
H -6.951 4.078 -5.974
H -5.695 4.776 -7.018
H -6.154 8.535 -3.644
H -5.610 7.861 -5.206
H -4.728 7.485 -3.719
*
```

E_tot: -4292.217957 a.u.
⟨S²⟩: 0.754
LUMO (alpha / beta): -3.00 / -3.00 eV
Highest occupied orbital energy (alpha / beta): -8.3 / -9.5 eV

***

Entry 9:
A 5-piece molecular cluster, C77H70BrF3N2O13S overall. Source: OMol25; level of theory: ωB97M-V/def2-TZVPD.

The geometry in ORCA input format:
```
! RIJCOSX wB97M-V def2-TZVPD def2/J DEFGRID3
* xyz 0 1
H -0.356 0.242 -7.011
N -0.309 0.139 -5.995
C -1.443 -0.166 -5.514
C -2.697 -0.353 -6.334
C -1.583 -0.345 -4.003
N -0.464 -0.940 -3.274
C 0.242 -1.987 -3.997
C -0.650 -3.113 -4.502
O -1.019 -4.034 -3.459
C -2.241 -3.931 -2.898
O -3.072 -3.146 -3.261
C -2.409 -4.932 -1.790
C -1.541 -4.614 -0.573
C 0.278 -0.030 -2.373
C 1.432 -0.770 -1.675
C 1.016 -1.892 -0.726
C 2.189 -2.586 -0.082
F 1.946 -3.895 0.105
F 3.311 -2.531 -0.813
F 2.493 -2.079 1.116
C 0.886 1.162 -3.183
C 1.184 2.481 -2.462
C 2.497 2.533 -1.695
Br 1.159 3.917 -3.829
C -0.736 0.521 -1.319
O 0.052 1.076 -0.281
C -0.651 1.683 0.763
S -1.413 3.312 0.404
O -1.588 -0.443 -0.788
C -2.997 -0.232 -0.895
C -3.682 -0.549 0.434
O -4.726 -1.466 0.200
C -5.194 -2.142 1.356
C -5.894 -1.228 2.350
H -3.533 -0.731 -5.742
H -2.998 0.600 -6.778
H -2.504 -1.054 -7.151
H -1.761 0.657 -3.595
H -2.493 -0.916 -3.816
H 0.819 -1.616 -4.858
H 0.960 -2.455 -3.326
H -1.560 -2.761 -4.989
H -0.074 -3.699 -5.222
H -2.149 -5.924 -2.170
H -3.471 -4.912 -1.534
H -1.627 -5.404 0.176
H -1.844 -3.670 -0.120
H -0.489 -4.536 -0.851
H 2.104 -1.151 -2.445
H 2.006 -0.031 -1.113
H 0.405 -1.497 0.086
H 0.415 -2.647 -1.230
H 1.832 0.815 -3.618
H 0.240 1.348 -4.036
H 0.372 2.783 -1.805
H 2.875 3.553 -1.619
H 2.346 2.158 -0.679
H 3.258 1.916 -2.183
H -1.345 1.322 -1.767
H -1.403 1.009 1.181
H 0.086 1.922 1.533
H -1.986 3.029 -0.771
H -3.171 0.810 -1.193
H -3.404 -0.891 -1.668
H -2.934 -0.981 1.118
H -4.072 0.365 0.904
H -4.348 -2.657 1.838
H -5.878 -2.908 0.984
H -6.572 -0.554 1.819
H -6.488 -1.812 3.056
H -5.187 -0.621 2.922
O 2.505 5.414 1.742
C 2.527 5.689 2.922
C 3.565 6.597 3.489
C 4.498 7.167 2.630
C 5.471 8.015 3.133
C 5.516 8.302 4.493
C 4.592 7.732 5.353
C 3.614 6.878 4.856
C 2.639 6.268 5.807
O 2.703 6.482 6.998
C 1.579 5.387 5.235
C 0.638 4.825 6.090
C -0.360 4.012 5.581
C -0.425 3.757 4.215
C 0.513 4.311 3.360
C 1.519 5.125 3.866
H 4.449 6.934 1.575
H 6.202 8.452 2.464
H 6.280 8.961 4.882
H 4.616 7.933 6.415
H 0.705 5.038 7.148
H -1.094 3.578 6.248
H -1.216 3.133 3.818
H 0.478 4.131 2.294
O -9.466 -1.121 3.195
C -10.630 -1.171 3.531
C -11.555 -0.028 3.285
C -11.069 1.100 2.635
C -11.912 2.170 2.384
C -13.243 2.119 2.782
C -13.732 0.999 3.434
C -12.891 -0.077 3.688
C -13.440 -1.267 4.401
O -14.590 -1.296 4.784
C -12.521 -2.421 4.623
C -13.012 -3.557 5.256
C -12.182 -4.645 5.465
C -10.858 -4.605 5.042
C -10.363 -3.475 4.414
C -11.191 -2.379 4.202
H -10.031 1.119 2.332
H -11.532 3.048 1.877
H -13.900 2.955 2.582
H -14.763 0.941 3.755
H -14.045 -3.567 5.576
H -12.566 -5.529 5.958
H -10.212 -5.458 5.204
H -9.335 -3.422 4.081
O 1.279 -9.191 -7.678
C 1.737 -8.110 -7.978
C 2.002 -7.067 -6.945
C 1.735 -7.361 -5.613
C 1.983 -6.415 -4.633
C 2.501 -5.173 -4.980
C 2.762 -4.869 -6.305
C 2.514 -5.816 -7.293
C 2.791 -5.461 -8.716
O 3.193 -4.360 -9.023
C 2.553 -6.515 -9.746
C 2.835 -6.227 -11.076
C 2.631 -7.190 -12.049
C 2.145 -8.445 -11.699
C 1.859 -8.736 -10.376
C 2.062 -7.773 -9.395
H 1.335 -8.335 -5.366
H 1.770 -6.642 -3.596
H 2.694 -4.435 -4.210
H 3.156 -3.905 -6.595
H 3.213 -5.245 -11.326
H 2.852 -6.965 -13.084
H 1.989 -9.197 -12.462
H 1.477 -9.704 -10.083
O 9.372 6.919 5.940
C 9.881 5.865 5.625
C 11.243 5.489 6.105
C 11.919 6.359 6.953
C 13.179 6.027 7.421
C 13.770 4.826 7.045
C 13.103 3.958 6.198
C 11.838 4.285 5.724
C 11.147 3.336 4.803
O 11.681 2.309 4.443
C 9.774 3.698 4.346
C 9.089 2.822 3.512
C 7.810 3.134 3.082
C 7.209 4.322 3.483
C 7.888 5.198 4.313
C 9.172 4.893 4.745
H 11.441 7.287 7.234
H 13.704 6.705 8.081
H 14.753 4.568 7.416
H 13.546 3.020 5.890
H 9.575 1.903 3.213
H 7.278 2.450 2.432
H 6.207 4.565 3.152
H 7.430 6.123 4.636
*
```

E_tot: -7335.716358 a.u.
LUMO: -1.10 eV
Highest occupied orbital energy: -8.5 eV
SMILES: [H]/N=C(\C)CN(CCOC(=O)CC)[C@@](CCC(F)(F)F)(C[C@@H](C)Br)[C@H](OCS)OCCOCC.O=C1c2ccccc2C(=O)c2ccccc21.O=C1c2ccccc2C(=O)c2ccccc21.O=C1c2ccccc2C(=O)c2ccccc21.O=C1c2ccccc2C(=O)c2ccccc21

***

Entry 10:
The molecule C2H3ClN2 at a distorted geometry. Source: OMol25; level of theory: ωB97M-V/def2-TZVPD.

The geometry in ORCA input format:
```
! RIJCOSX wB97M-V def2-TZVPD def2/J DEFGRID3
* xyz 0 3
C -0.551 -0.171 0.342
C 0.591 0.474 -0.321
N -2.012 -0.176 -0.022
N -1.382 -1.186 -0.223
Cl 2.169 -0.522 -0.124
H -0.245 -0.306 1.398
H 0.875 1.268 0.348
H 0.554 0.619 -1.398
*
```

E_tot: -647.501096 a.u.
⟨S²⟩: 2.008
LUMO (alpha / beta): 0.76 / -2.94 eV
Highest occupied orbital energy (alpha / beta): -7.2 / -11.4 eV
ΔE to the lowest compared entry with this formula, charge and spin: 116.76 kJ/mol

***

Entry 11:
The molecule C17H23NO6. Source: OMol25; level of theory: ωB97M-V/def2-TZVPD.

The geometry in ORCA input format:
```
! RIJCOSX wB97M-V def2-TZVPD def2/J DEFGRID3
* xyz 0 1
C 5.867 1.538 -3.229
O 4.628 1.328 -2.603
C 4.357 -0.031 -2.356
C 2.975 -0.136 -1.721
C 2.624 -1.578 -1.358
N 1.324 -1.669 -0.733
C 0.249 -2.190 -1.362
O 0.295 -2.717 -2.451
C -1.042 -2.043 -0.563
C -2.162 -2.959 -1.030
C -3.409 -2.108 -0.867
O -4.545 -2.478 -0.848
O -3.063 -0.818 -0.730
C -1.654 -0.634 -0.799
C -1.179 0.372 0.212
C -0.173 1.266 -0.099
C 0.301 2.149 0.863
C -0.234 2.157 2.139
O 0.154 2.979 3.148
C 1.147 3.940 2.886
C -1.275 1.252 2.458
O -1.751 1.332 3.727
C -2.829 0.502 4.090
C -1.723 0.366 1.496
H 5.912 1.034 -4.203
H 5.966 2.612 -3.372
H 6.695 1.173 -2.608
H 5.120 -0.452 -1.681
H 4.387 -0.603 -3.296
H 2.956 0.489 -0.826
H 2.239 0.257 -2.424
H 3.378 -1.987 -0.677
H 2.582 -2.199 -2.256
H 1.188 -1.142 0.117
H -0.839 -2.176 0.504
H -2.246 -3.890 -0.473
H -2.029 -3.200 -2.089
H -1.411 -0.289 -1.814
H 0.247 1.289 -1.092
H 1.086 2.836 0.593
H 1.274 4.491 3.816
H 2.099 3.472 2.611
H 0.841 4.631 2.094
H -2.554 -0.557 4.050
H -3.703 0.675 3.455
H -3.070 0.771 5.117
H -2.520 -0.326 1.712
*
```

E_tot: -1167.787817 a.u.
LUMO: 0.55 eV
Highest occupied orbital energy: -8.4 eV
SMILES: COCCCNC(=O)[C@@H]1CC(=O)O[C@H]1c1ccc(OC)c(OC)c1
ΔE to the lowest compared entry with this formula, charge and spin: 49.82 kJ/mol